Computed, not measured: a cluster of 2 separate species, C9H14N2O2 in total, with ωB97M-V/def2-TZVPD.

Last column: natural (NBO) charge in e.
Geometry (Å):
O 2.2026 4.5422 -1.6544  -0.563
C 1.6553 3.4286 -1.4698  0.648
C 0.9007 3.1658 -0.1825  -0.353
C 0.3153 2.0087 -0.0021  0.045
N 0.1868 1.1877 -1.1635  -0.691
C 1.3080 1.0664 -2.0937  0.790
O 1.5569 0.0672 -2.8115  -0.616
N 2.0960 2.2484 -2.2655  -0.675
H 1.1079 3.9135 0.6189  0.257
H -0.0649 1.6156 0.9676  0.230
H -0.5159 0.2874 -1.4016  0.459
H 2.8490 2.2926 -3.0629  0.461
C -1.9227 -0.9947 0.6219  -0.410
C -1.2849 -1.0951 1.9926  -0.415
C -0.2288 -2.1885 1.9590  -0.405
C 0.1430 -2.2847 0.4710  -0.398
C -1.2182 -2.0887 -0.2350  -0.405
H -3.0289 -1.1529 0.7293  0.218
H -1.7961 -0.0067 0.1321  0.185
H -2.0400 -1.3542 2.7689  0.213
H -0.8256 -0.1576 2.3119  0.195
H -0.6310 -3.1463 2.2577  0.199
H 0.6441 -1.9306 2.5871  0.212
H 0.6302 -3.2175 0.1490  0.217
H 0.7801 -1.4331 0.2178  0.193
H -1.7709 -3.0206 -0.1826  0.207
H -1.0480 -1.7526 -1.2595  0.202

## Properties
- total energy (Ha) = -611.30074
- HOMO (eV) = -9.69
- ΔE to the lowest compared entry with this formula, charge and spin (kJ/mol) = 167.7
- SMILES string = O=c1cc[nH]c(=O)[nH]1.C1CCCC1
- molar mass (u) = 182.2
- frontier orbital gap (eV) = 9.88
- 2S+1 = 1



Computed, not measured: an isolated molecule of C9H14N2OS, with ωB97M-V/def2-TZVPD.

Last column: natural (NBO) charge in e.
Geometry (Å):
C 2.1627 -1.0069 0.1377  -0.626
C 1.7956 0.2167 -0.7366  -0.401
C 0.4808 1.0076 -0.4138  -0.018
N 0.7528 1.8647 0.7775  -0.635
C 0.6845 1.3618 2.0826  0.252
S 1.4416 2.2625 3.2986  -0.154
N -0.1504 0.2909 2.3291  -0.491
C -0.7746 -0.3085 1.2984  0.388
C -1.6610 -1.3115 1.8548  -0.695
C -0.8768 0.2691 -0.0907  -0.425
C -1.3797 -0.5803 -1.2538  0.620
C -1.4239 0.0432 -2.6766  -0.701
O -1.8448 -1.6727 -1.1441  -0.524
H 1.6649 -1.9717 -0.1850  0.207
H 1.7929 -0.9810 1.1264  0.222
H 3.1922 -1.0990 0.0268  0.220
H 1.6124 -0.1921 -1.8052  0.191
H 2.6402 0.8735 -0.8550  0.221
H 0.3469 1.5603 -1.3048  0.211
H 1.2624 2.7425 0.5923  0.422
H -1.0686 -2.1832 2.3001  0.258
H -2.3551 -1.9006 1.0782  0.246
H -2.2388 -0.8167 2.6091  0.255
H -1.6217 1.1223 -0.0778  0.277
H -1.7765 -0.7513 -3.3140  0.242
H -2.1075 0.8750 -2.6251  0.226
H -0.5506 0.2852 -3.0290  0.211

## Properties
- total energy (Ha) = -934.20243
- HOMO (eV) = -8.17
- ΔE to the lowest compared entry with this formula, charge and spin (kJ/mol) = 328.7
- SMILES string = CC[C@@H]1NC(=S)N=C(C)[C@@H]1C(C)=O
- molar mass (u) = 198.3
- frontier orbital gap (eV) = 7.55
- 2S+1 = 1



Computed, not measured: a structure of composition C9H14N2OS, with ωB97M-V/def2-TZVPD.

Last column: natural (NBO) charge in e.
Geometry (Å):
C -1.6497 -1.8822 -1.9759  -0.197
C -0.3610 -2.1973 -1.5940  -0.208
C -2.3675 -0.9706 -1.1366  -0.217
C 0.3166 -1.4561 -0.6619  -0.226
C -1.7057 -0.2025 -0.2133  -0.202
C -0.2352 -0.4077 0.0121  -0.224
C 0.7456 2.5542 -0.6267  -0.639
C 2.6189 0.9158 -0.3591  -0.629
C 1.5411 1.7036 0.3734  -0.413
N -0.1763 -1.5699 2.3689  -0.205
N -1.1388 -1.2606 2.9512  -0.336
O -0.5229 1.1782 2.1097  -1.024
S 0.5857 0.4280 1.4207  1.296
H -2.2692 -2.4349 -2.6333  0.215
H 0.2639 -2.9087 -2.1176  0.216
H -3.3941 -0.7106 -1.2259  0.213
H 1.3387 -1.7314 -0.4675  0.216
H -2.2593 0.4480 0.3567  0.221
H 1.1216 3.5532 -0.8777  0.221
H 0.4405 1.9320 -1.4560  0.211
H -0.2409 2.7119 -0.1562  0.222
H 2.5894 -0.1136 -0.0513  0.201
H 3.5368 1.4374 -0.1656  0.218
H 2.5513 0.8830 -1.4161  0.212
H 2.0526 2.3414 1.1323  0.216
H -1.5588 -0.2917 3.0981  0.352
H -1.8232 -1.9491 3.3117  0.290

## Properties
- total energy (Ha) = -934.10706
- HOMO (eV) = -7.67
- ΔE to the lowest compared entry with this formula, charge and spin (kJ/mol) = 579.1
- molar mass (u) = 198.3
- frontier orbital gap (eV) = 8.20
- 2S+1 = 1